1.
A 12-piece molecular cluster, C22H36F5N7O29 overall. Source: OMol25; level of theory: ωB97M-V with the def2-TZVPD basis set.

**2S+1**: 2
**Total charge**: -1
**Orbital gap (alpha / beta)**: 2.90 / 6.25 eV

CARTESIAN COORDINATES (ANGSTROEM)
1 C 22.489 -3.606 -14.396
2 N 23.749 -3.928 -13.725
3 O 24.367 -4.895 -14.127
4 O 24.077 -3.221 -12.768
5 H 22.767 -2.987 -15.249
6 H 21.971 -2.950 -13.696
7 H 21.991 -4.510 -14.745
8 C 26.376 -0.837 -14.869
9 N 27.213 0.387 -14.428
10 O 27.756 1.000 -15.330
11 O 27.254 0.758 -13.266
12 H 25.951 -0.642 -15.853
13 H 25.613 -1.179 -14.170
14 H 27.117 -1.634 -14.940
15 C 29.039 2.838 -10.895
16 N 30.317 3.606 -10.820
17 O 31.152 3.256 -11.659
18 O 30.469 4.244 -9.805
19 H 29.194 1.944 -11.498
20 H 28.225 3.470 -11.250
21 H 28.737 2.497 -9.904
22 C 27.325 -4.305 -11.089
23 N 27.224 -4.716 -12.552
24 O 26.964 -5.887 -12.808
25 O 27.643 -3.886 -13.378
26 H 26.347 -4.357 -10.609
27 H 27.649 -3.265 -11.100
28 H 28.100 -4.938 -10.657
29 C 25.584 0.446 -10.638
30 N 26.571 -0.211 -9.748
31 O 27.183 0.566 -8.949
32 O 26.618 -1.414 -9.654
33 H 24.691 0.709 -10.071
34 H 25.427 -0.269 -11.445
35 H 26.073 1.365 -10.960
36 C 24.362 -4.417 -18.192
37 N 25.258 -3.475 -17.510
38 O 26.368 -3.187 -17.875
39 O 24.824 -2.981 -16.403
40 H 23.899 -5.127 -17.508
41 H 25.009 -4.963 -18.879
42 H 23.589 -3.870 -18.732
43 C 24.773 0.453 -20.448
44 N 24.921 -0.278 -19.183
45 O 25.901 -0.014 -18.479
46 O 24.011 -1.060 -18.876
47 H 25.362 1.369 -20.410
48 H 23.707 0.603 -20.614
49 H 25.268 -0.278 -21.088
50 C 27.984 4.075 -17.563
51 C 28.191 3.298 -18.823
52 O 26.874 2.861 -19.104
53 C 26.058 3.799 -18.669
54 O 24.864 3.937 -18.967
55 O 26.704 4.585 -17.794
56 F 28.832 2.109 -18.576
57 H 28.766 4.818 -17.403
58 H 27.888 3.479 -16.655
59 H 28.725 3.787 -19.639
60 C 30.715 1.363 -15.063
61 C 31.923 1.920 -14.281
62 O 31.831 3.299 -14.536
63 C 30.960 3.596 -15.462
64 O 30.757 4.755 -15.831
65 O 30.482 2.409 -15.967
66 F 32.980 1.448 -14.921
67 H 29.858 1.373 -14.389
68 H 30.893 0.428 -15.594
69 H 31.973 1.660 -13.224
70 C 20.481 2.246 -13.724
71 C 20.086 0.771 -13.954
72 O 21.307 0.128 -13.973
73 C 22.292 1.007 -14.044
74 O 23.481 0.669 -14.139
75 O 21.832 2.237 -14.065
76 F 19.457 0.583 -15.086
77 H 20.377 2.564 -12.687
78 H 19.868 2.841 -14.401
79 H 19.480 0.489 -13.093
80 C 29.124 -1.176 -17.894
81 C 29.711 -2.103 -18.904
82 O 30.591 -2.855 -18.090
83 C 30.206 -2.762 -16.799
84 O 30.690 -3.474 -15.917
85 O 29.443 -1.741 -16.597
86 F 30.372 -1.323 -19.782
87 H 28.067 -1.072 -18.139
88 H 29.630 -0.211 -17.905
89 H 29.009 -2.774 -19.400
90 C 32.335 -2.611 -13.109
91 C 31.532 -3.871 -12.597
92 O 30.334 -3.219 -12.028
93 C 30.249 -1.999 -12.615
94 O 29.279 -1.249 -12.462
95 O 31.279 -1.714 -13.384
96 F 32.211 -4.547 -11.636
97 H 32.910 -2.872 -13.997
98 H 32.999 -2.202 -12.348
99 H 31.261 -4.568 -13.390

2.
C48H61O5S2Zr as an isolated structure. Source: OMol25; level of theory: ωB97M-V with the def2-TZVPD basis set.

**Total charge**: +1
**Orbital gap**: 7.95 eV

CARTESIAN COORDINATES (ANGSTROEM)
1 Zr 0.017 -2.412 -2.376
2 C 3.382 -2.838 -2.793
3 O 2.229 -2.185 -2.208
4 C 2.546 -1.168 -1.264
5 C 2.671 0.145 -1.717
6 C 2.483 0.565 -3.163
7 C 1.210 1.364 -3.311
8 C 1.187 2.741 -3.450
9 C -0.009 3.461 -3.505
10 C -1.200 2.746 -3.425
11 C -1.216 1.362 -3.288
12 C -2.487 0.562 -3.120
13 C -2.651 0.147 -1.670
14 C -2.903 1.128 -0.725
15 C -3.006 0.853 0.636
16 C -2.856 -0.467 1.035
17 C -2.610 -1.497 0.131
18 C -2.424 -2.900 0.681
19 C -1.142 -2.987 1.476
20 C -1.106 -2.943 2.859
21 C 0.095 -2.924 3.571
22 C 1.279 -2.955 2.841
23 C 1.281 -3.000 1.450
24 C 2.541 -2.917 0.623
25 C 2.700 -1.510 0.074
26 C 2.959 -0.483 0.977
27 C 3.073 0.843 0.584
28 C 2.931 1.125 -0.772
29 C 3.309 1.981 1.573
30 C 3.398 1.480 3.015
31 C 4.622 2.693 1.218
32 C 2.142 2.974 1.478
33 C 0.066 -3.023 0.786
34 O 0.052 -3.072 -0.569
35 C 0.065 -2.843 5.097
36 C -0.657 -1.554 5.516
37 C -0.687 -4.057 5.661
38 C 1.470 -2.823 5.700
39 C -2.500 -1.163 -1.214
40 O -2.196 -2.183 -2.158
41 C -3.350 -2.846 -2.722
42 C -3.252 1.992 1.621
43 C -4.602 2.648 1.298
44 C -2.130 3.031 1.480
45 C -3.277 1.505 3.070
46 C -0.004 0.696 -3.231
47 O 0.000 -0.655 -3.078
48 C 0.034 4.983 -3.624
49 C -1.364 5.598 -3.676
50 C 0.784 5.379 -4.903
51 C 0.769 5.555 -2.402
52 H 3.993 -2.088 -3.291
53 H 3.952 -3.328 -2.005
54 H 3.006 -3.569 -3.503
55 H 3.335 1.173 -3.468
56 H 2.448 -0.305 -3.819
57 H 2.133 3.267 -3.515
58 H -2.149 3.264 -3.472
59 H -3.343 1.170 -3.414
60 H -2.461 -0.308 -3.775
61 H -3.001 2.149 -1.077
62 H -2.911 -0.729 2.083
63 H -3.271 -3.140 1.324
64 H -2.404 -3.630 -0.127
65 H -2.048 -2.916 3.397
66 H 2.233 -2.940 3.351
67 H 3.406 -3.152 1.244
68 H 2.503 -3.653 -0.181
69 H 3.048 -0.750 2.021
70 H 3.002 2.150 -1.120
71 H 4.232 0.789 3.154
72 H 3.560 2.328 3.682
73 H 2.477 0.983 3.327
74 H 5.467 2.006 1.278
75 H 4.593 3.109 0.210
76 H 4.800 3.515 1.914
77 H 1.199 2.484 1.727
78 H 2.295 3.796 2.179
79 H 2.048 3.400 0.478
80 H -1.687 -1.532 5.155
81 H -0.683 -1.475 6.604
82 H -0.141 -0.676 5.121
83 H -1.715 -4.100 5.299
84 H -0.190 -4.986 5.378
85 H -0.718 -4.004 6.750
86 H 2.041 -1.955 5.365
87 H 1.395 -2.769 6.787
88 H 2.029 -3.727 5.453
89 H -4.005 -2.096 -3.163
90 H -2.982 -3.531 -3.480
91 H -3.875 -3.385 -1.935
92 H -4.621 3.049 0.284
93 H -5.418 1.929 1.393
94 H -4.792 3.471 1.988
95 H -2.087 3.454 0.475
96 H -2.293 3.852 2.181
97 H -1.159 2.582 1.698
98 H -4.084 0.791 3.244
99 H -2.331 1.041 3.356
100 H -3.444 2.355 3.733
101 H -1.931 5.241 -4.538
102 H -1.935 5.386 -2.770
103 H -1.278 6.682 -3.764
104 H 0.280 4.982 -5.786
105 H 0.823 6.466 -4.992
106 H 1.810 5.008 -4.905
107 H 0.256 5.280 -1.478
108 H 1.795 5.189 -2.343
109 H 0.806 6.644 -2.462
110 C -1.077 -5.926 -1.308
111 O -0.960 -5.031 -2.433
112 C 0.173 -5.093 -3.169
113 S 1.407 -6.109 -2.896
114 S 0.125 -3.833 -4.406
115 H -2.069 -5.749 -0.905
116 H -0.308 -5.699 -0.571
117 H -0.973 -6.954 -1.648

3.
The molecule C11H13NOS. Source: OMol25; level of theory: ωB97M-V with the def2-TZVPD basis set.

**ΔE to the lowest compared entry with this formula, charge and spin**: 501.7 kJ/mol
**Orbital gap (alpha / beta)**: 7.03 / 7.04 eV

CARTESIAN COORDINATES (ANGSTROEM)
1 C 0.464 0.301 0.049
2 C -3.444 1.731 -0.376
3 C -3.797 0.537 -1.096
4 C -2.534 1.612 0.614
5 C -3.276 -0.648 -0.797
6 C -1.820 0.332 1.008
7 C -2.309 -0.845 0.239
8 C 3.904 0.682 -0.383
9 C 2.840 -1.102 1.114
10 C 1.511 0.106 -0.657
11 C 2.860 -0.477 -0.250
12 N -0.454 0.790 0.663
13 O -1.916 -3.311 -0.603
14 S -1.372 -2.271 0.282
15 H -3.827 2.709 -0.660
16 H -4.503 0.671 -1.863
17 H -2.367 2.409 1.323
18 H -3.360 -1.639 -1.329
19 H -2.110 0.219 2.089
20 H 4.046 1.006 -1.357
21 H 4.909 0.492 0.044
22 H 3.609 1.497 0.200
23 H 3.166 -0.493 1.936
24 H 1.947 -1.603 1.332
25 H 3.647 -1.720 1.149
26 H 1.153 0.301 -1.756
27 H 3.033 -1.286 -0.915

The records above give, respectively, E values of -106773.8124, -83955.6223, -25985.7998 eV.
The records above give, respectively, F_max values of 6.3, 0.4, 3.4 eV Å⁻¹.